1.
{
  "formula": "C24H26N2O3",
  "method": "the ωB97M-V functional and the def2-TZVPD basis",
  "symbols": ["C", "C", "C", "O", "C", "C", "C", "C", "N", "C", "O", "C", "C", "N", "C", "C", "C", "C", "C", "C", "C", "C", "C", "C", "C", "C", "O", "C", "C", "H", "H", "H", "H", "H", "H", "H", "H", "H", "H", "H", "H", "H", "H", "H", "H", "H", "H", "H", "H", "H", "H", "H", "H", "H", "H"],
  "xyz": [[5.5047, 2.0574, 2.0586], [5.4290, 3.4795, 1.5162], [4.0528, 4.1317, 1.6855], [3.0874, 3.5915, 0.8037], [2.2713, 2.5708, 1.1674], [1.4446, 2.0880, 0.1475], [0.5572, 1.0624, 0.3803], [0.4694, 0.4967, 1.6476], [-0.4411, -0.5664, 1.8819], [-0.1582, -1.6600, 2.6893], [0.8975, -1.8736, 3.2222], [-1.4170, -2.4948, 2.7772], [-2.2947, -1.9975, 1.6268], [-2.2505, -2.9341, 0.5186], [-0.9715, -3.0874, -0.1530], [-0.7901, -2.2130, -1.3597], [-1.7880, -1.5723, -1.9684], [-1.5511, -0.7363, -3.1577], [-2.4747, -0.6689, -4.1991], [-2.2353, 0.1141, -5.3131], [-1.0701, 0.8543, -5.4109], [-0.1405, 0.7952, -4.3868], [-0.3767, 0.0074, -3.2766], [-3.1874, -1.6608, -1.4219], [-3.3221, -2.8385, -0.4507], [-1.7098, -0.6118, 1.3290], [-2.2376, 0.2897, 0.7320], [1.2721, 0.9763, 2.6705], [2.1701, 2.0011, 2.4332], [5.3034, 2.0395, 3.1276], [4.7857, 1.4126, 1.5590], [6.4996, 1.6500, 1.8944], [6.1617, 4.1065, 2.0282], [5.6708, 3.4764, 0.4517], [4.1229, 5.1871, 1.4009], [3.7229, 4.0813, 2.7272], [1.5201, 2.5403, -0.8285], [-0.0797, 0.7063, -0.4128], [-1.1937, -3.5581, 2.7069], [-1.8815, -2.3084, 3.7469], [-3.3449, -1.8919, 1.9132], [-0.1545, -2.9170, 0.5527], [-0.8967, -4.1387, -0.4708], [0.2160, -2.1802, -1.7530], [-3.3838, -1.2502, -4.1574], [-2.9645, 0.1461, -6.1099], [-0.8875, 1.4711, -6.2785], [0.7733, 1.3680, -4.4519], [0.3573, -0.0222, -2.4853], [-3.9132, -1.7810, -2.2263], [-3.4158, -0.7199, -0.9135], [-4.2735, -2.7833, 0.0840], [-3.3041, -3.7749, -1.0183], [1.2093, 0.5443, 3.6563], [2.7828, 2.3404, 3.2525]],
  "forces_ev_per_a": [[0.06, 0.17, -0.15], [-0.43, -0.08, 0.09], [0.55, 0.23, 0.09], [-0.10, -0.15, -0.16], [-0.33, -0.23, -0.08], [0.19, 0.12, 0.12], [0.05, -0.07, 0.13], [0.26, 0.27, 0.03], [0.25, 0.30, -0.07], [-0.14, -0.40, 0.22], [0.09, -0.01, 0.06], [-0.02, 0.05, -0.04], [-0.12, -0.29, 0.13], [-0.04, -0.01, 0.07], [0.00, -0.25, 0.01], [-0.05, -0.04, 0.03], [0.00, -0.17, 0.24], [0.15, 0.18, -0.20], [-0.02, -0.05, 0.10], [-0.03, 0.05, -0.11], [0.00, 0.04, -0.07], [0.09, 0.04, -0.07], [-0.04, -0.01, 0.02], [-0.05, -0.15, 0.15], [-0.16, 0.18, -0.17], [-0.46, -0.02, 0.09], [0.01, 0.06, 0.00], [-0.23, -0.12, -0.15], [0.22, 0.31, -0.04], [-0.03, -0.06, 0.12], [-0.03, -0.11, 0.01], [0.07, -0.10, 0.02], [0.02, 0.08, -0.04], [0.05, 0.11, -0.01], [-0.05, -0.14, 0.12], [-0.04, 0.04, -0.06], [0.00, 0.06, -0.12], [-0.06, -0.03, -0.07], [0.03, 0.06, -0.01], [0.04, 0.04, 0.02], [0.15, 0.09, -0.03], [-0.01, -0.11, -0.05], [0.15, 0.10, 0.06], [0.12, 0.06, -0.17], [-0.07, -0.03, 0.04], [-0.05, 0.00, -0.06], [0.01, 0.05, -0.06], [0.07, 0.05, 0.00], [0.04, 0.00, 0.10], [-0.02, 0.00, -0.03], [-0.07, -0.05, -0.09], [0.01, -0.05, -0.04], [-0.09, 0.03, -0.01], [0.01, -0.04, 0.05], [0.08, 0.03, 0.03]],
  "e_above_lowest_kcal_mol": 22.66,
  "homo_energy_ev": -8.26,
  "e_tot_ev": -34433.1040,
  "homo_lumo_gap_ha": 0.33261,
  "smiles": "CCCOc1ccc(N2C(=O)C[C@H](N3CC=C(c4ccccc4)CC3)C2=O)cc1",
  "multiplicity": 1,
  "lumo_ha": 0.0292
}

---

2.
{
  "formula": "C24H26N4O3S",
  "method": "the ωB97M-V functional and the def2-TZVPD basis",
  "symbols": ["C", "C", "C", "C", "C", "C", "N", "C", "C", "N", "C", "O", "C", "N", "N", "C", "C", "C", "C", "S", "O", "O", "C", "C", "C", "C", "C", "C", "C", "C", "C", "C", "H", "H", "H", "H", "H", "H", "H", "H", "H", "H", "H", "H", "H", "H", "H", "H", "H", "H", "H", "H", "H", "H", "H", "H", "H", "H"],
  "xyz": [[5.8509, 4.3028, 0.5145], [4.4997, 3.8443, 0.0519], [3.9521, 4.3584, -1.1191], [2.7090, 3.9311, -1.5426], [1.9973, 2.9906, -0.8197], [2.5264, 2.4618, 0.3572], [1.8211, 1.5585, 1.1578], [0.3939, 1.4214, 0.9385], [-0.2388, 0.8168, 2.1969], [0.3863, -0.4470, 2.4986], [-0.1093, -1.6693, 2.2144], [0.5308, -2.6972, 2.3738], [-1.4515, -1.7104, 1.5801], [-2.5610, -1.1005, 1.9806], [-3.4825, -1.3159, 1.0504], [-4.7834, -0.7344, 1.2104], [-2.9896, -2.0433, 0.0172], [-1.6714, -2.3487, 0.3485], [-0.7290, -3.0431, -0.5484], [-0.9666, -2.1166, -2.0997], [-0.7541, -0.7181, -1.8215], [-0.2427, -2.6937, -3.1968], [-2.7322, -2.3918, -2.3603], [-3.1921, -2.6378, -3.6344], [-4.5489, -2.8342, -3.8458], [-5.4241, -2.7774, -2.7731], [-4.9615, -2.5238, -1.4926], [-3.6009, -2.3216, -1.2681], [1.8024, -0.2988, 2.7438], [2.4911, 0.3146, 1.5138], [2.5417, -0.6711, 0.3397], [3.7826, 2.9095, 0.7760], [6.6242, 3.9253, -0.1547], [5.9084, 5.3900, 0.5083], [6.0627, 3.9466, 1.5195], [4.5021, 5.0905, -1.6921], [2.2870, 4.3257, -2.4559], [1.0428, 2.6536, -1.1911], [-0.0217, 2.4191, 0.7821], [0.1405, 0.7974, 0.0679], [-1.3113, 0.6874, 2.0687], [-0.0624, 1.4854, 3.0464], [-4.7104, 0.0131, 1.9983], [-5.5159, -1.4875, 1.5094], [-5.1036, -0.2624, 0.2813], [-1.0071, -4.0731, -0.7621], [0.2973, -2.9953, -0.1965], [-2.4757, -2.6815, -4.4396], [-4.9188, -3.0356, -4.8390], [-6.4802, -2.9360, -2.9327], [-5.6565, -2.5064, -0.6681], [2.2173, -1.2841, 2.9601], [1.9417, 0.3566, 3.6092], [3.5193, 0.5550, 1.7989], [3.0344, -1.5912, 0.6430], [1.5435, -0.9124, -0.0173], [3.0960, -0.2273, -0.4849], [4.2002, 2.5321, 1.6984]],
  "forces_ev_per_a": [[-0.01, -0.02, -0.03], [-0.02, -0.05, -0.01], [-0.06, 0.01, -0.06], [0.13, 0.13, -0.06], [-0.09, -0.21, 0.12], [0.05, 0.26, -0.16], [-0.15, 0.11, 0.20], [-0.18, 0.00, 0.28], [-0.28, 0.45, -0.45], [0.13, 0.00, 0.15], [-0.04, 0.18, 0.33], [-0.04, -0.27, -0.21], [-0.62, -0.34, -0.63], [0.26, 0.13, 0.74], [0.51, -0.28, -0.44], [-0.49, 0.17, 0.13], [0.65, -0.23, 0.63], [-0.80, 0.15, 0.53], [-0.38, 0.43, -0.80], [0.38, 0.02, 0.04], [-0.12, -0.01, 0.11], [-0.15, -0.35, -0.06], [0.37, 0.00, 0.29], [0.11, -0.08, -0.15], [0.04, 0.07, 0.06], [-0.03, 0.01, -0.07], [0.21, 0.00, 0.03], [-0.32, 0.01, -0.22], [0.52, -0.11, 0.06], [0.10, -0.38, 0.11], [0.07, 0.19, 0.21], [0.06, -0.04, -0.08], [0.09, 0.01, 0.01], [0.06, 0.06, 0.03], [0.06, 0.01, 0.06], [0.05, 0.09, -0.06], [-0.04, 0.03, -0.07], [-0.11, -0.05, -0.01], [-0.01, -0.06, -0.03], [-0.02, 0.07, 0.03], [0.20, 0.12, 0.04], [-0.05, -0.02, -0.07], [0.00, -0.05, -0.10], [0.02, 0.05, -0.03], [0.02, -0.02, 0.04], [0.03, -0.11, -0.01], [0.13, 0.11, -0.19], [0.04, -0.05, -0.15], [-0.02, -0.01, -0.09], [-0.08, -0.03, -0.01], [-0.05, 0.01, 0.09], [-0.01, 0.16, 0.01], [0.01, -0.03, -0.05], [-0.14, -0.04, 0.04], [0.05, -0.12, -0.01], [-0.10, -0.05, -0.06], [0.01, 0.01, -0.10], [0.01, -0.01, 0.12]],
  "e_above_lowest_kcal_mol": 34.86,
  "homo_energy_ev": -7.65,
  "e_tot_ev": -48248.2444,
  "homo_lumo_gap_ha": 0.28243,
  "smiles": "Cc1cccc(N2CCN(C(=O)c3nn(C)c4c3CS(=O)(=O)c3ccccc3-4)C[C@H]2C)c1",
  "multiplicity": 1,
  "lumo_ha": 0.0012
}

---

3.
{
  "formula": "C24H26N4O4S",
  "method": "the ωB97M-V functional and the def2-TZVPD basis",
  "symbols": ["C", "O", "C", "C", "C", "C", "N", "C", "C", "O", "N", "C", "C", "C", "C", "C", "C", "C", "C", "C", "O", "C", "C", "C", "O", "N", "C", "N", "C", "C", "S", "C", "C", "H", "H", "H", "H", "H", "H", "H", "H", "H", "H", "H", "H", "H", "H", "H", "H", "H", "H", "H", "H", "H", "H", "H", "H", "H", "H"],
  "xyz": [[-2.4404, 1.8828, 6.4013], [-1.3228, 1.0345, 6.5266], [-0.6989, 0.6077, 5.4000], [-1.1056, 0.9019, 4.1018], [-0.3903, 0.4107, 3.0236], [0.7318, -0.3778, 3.2271], [1.4842, -0.8365, 2.1083], [2.4877, 0.0874, 1.6058], [1.8481, 1.2240, 0.7929], [1.8758, 2.3799, 1.1626], [1.2550, 0.7917, -0.3287], [0.5360, 1.6605, -1.2288], [1.2384, 1.7580, -2.5901], [0.4681, 2.6622, -3.5073], [-0.6311, 2.1806, -4.2074], [-1.3630, 3.0151, -5.0324], [-1.0063, 4.3463, -5.1661], [0.0833, 4.8372, -4.4678], [0.8137, 4.0001, -3.6426], [1.1782, -1.9388, 1.4017], [1.6927, -2.1869, 0.3211], [0.1523, -2.8816, 2.0178], [-1.2563, -2.5219, 1.5133], [-1.1794, -2.1173, 0.0564], [-1.2765, -0.9690, -0.3257], [-0.9647, -3.1433, -0.8097], [-0.7388, -2.9345, -2.1468], [-0.4898, -3.8840, -2.9816], [-0.2972, -3.3891, -4.2296], [-0.4069, -2.0432, -4.3463], [-0.7741, -1.3286, -2.8161], [1.1467, -0.6687, 4.5220], [0.4343, -0.1863, 5.5976], [-2.1834, 2.8095, 5.8796], [-2.7474, 2.1155, 7.4196], [-3.2651, 1.3865, 5.8800], [-1.9699, 1.5183, 3.9146], [-0.6993, 0.6498, 2.0168], [3.0214, 0.5207, 2.4542], [3.1761, -0.4774, 0.9718], [1.2853, -0.1919, -0.5590], [-0.4779, 1.2724, -1.3613], [0.4917, 2.6455, -0.7585], [2.2485, 2.1431, -2.4395], [1.3074, 0.7570, -3.0216], [-0.9134, 1.1428, -4.1009], [-2.2141, 2.6267, -5.5732], [-1.5759, 4.9986, -5.8118], [0.3652, 5.8755, -4.5664], [1.6627, 4.3879, -3.0981], [0.1803, -2.8354, 3.1058], [0.4192, -3.8898, 1.6948], [-1.9307, -3.3706, 1.6385], [-1.6447, -1.6722, 2.0761], [-0.8285, -4.0893, -0.4835], [-0.0769, -4.0790, -5.0233], [-0.2957, -1.4397, -5.2235], [2.0283, -1.2725, 4.6781], [0.7390, -0.4006, 6.6093]],
  "forces_ev_per_a": [[-0.20, 0.14, -0.02], [0.28, -0.19, -0.01], [0.10, -0.10, -0.12], [-0.21, 0.14, 0.29], [0.28, -0.13, 0.06], [-0.31, 0.03, 0.14], [0.26, 0.34, 0.22], [0.25, 0.20, -0.20], [0.33, -0.44, 0.25], [0.06, 0.37, 0.15], [-0.21, -0.16, -0.43], [0.09, 0.13, -0.08], [-0.19, 0.10, 0.21], [0.13, -0.07, -0.04], [0.04, 0.05, 0.00], [-0.11, -0.02, -0.06], [-0.05, 0.07, -0.06], [-0.01, 0.10, -0.02], [-0.01, -0.02, 0.00], [-0.04, -0.51, 0.29], [0.06, -0.07, -0.24], [0.07, 0.01, -0.10], [0.05, 0.14, 0.00], [-0.35, -0.47, 0.43], [-0.03, 0.27, 0.20], [-0.14, -0.26, 0.15], [0.00, 0.75, -0.48], [-0.07, -0.60, 0.76], [0.03, 0.52, -0.40], [0.00, -0.09, 0.16], [0.10, -0.53, -0.45], [-0.12, 0.11, -0.05], [-0.12, 0.10, 0.08], [-0.01, -0.04, 0.01], [-0.02, 0.01, -0.10], [0.04, 0.02, 0.01], [-0.09, 0.07, 0.02], [-0.03, 0.00, -0.14], [-0.09, 0.00, -0.15], [-0.04, 0.09, 0.09], [0.08, -0.06, 0.16], [0.02, 0.11, 0.02], [-0.09, -0.10, -0.08], [0.02, -0.07, -0.01], [0.10, 0.00, 0.00], [-0.05, -0.09, -0.02], [-0.06, -0.03, -0.04], [-0.04, 0.04, -0.05], [0.02, 0.08, -0.01], [0.11, 0.03, 0.06], [-0.05, -0.08, -0.05], [0.08, 0.10, 0.03], [-0.01, 0.02, 0.02], [-0.04, -0.10, -0.14], [0.00, 0.11, 0.01], [0.04, -0.05, -0.20], [0.03, 0.12, -0.24], [0.10, -0.07, 0.00], [0.04, -0.03, 0.13]],
  "e_above_lowest_kcal_mol": 23.90,
  "homo_energy_ev": -8.65,
  "e_tot_ev": -50297.3200,
  "homo_lumo_gap_ha": 0.33746,
  "smiles": "COc1ccc(N(CC(=O)NCCc2ccccc2)C(=O)CCC(=O)Nc2nccs2)cc1",
  "multiplicity": 1,
  "lumo_ha": 0.0195
}

---

What is the formula in the second record? C24H26N4O3S

---

Which value of multiplicity does entry 3 give? 1

---

What is the multiplicity in the first record? 1